DFT (ωB97M-V/def2-TZVPD) results for a single C14H18N4O2S molecule.

XYZ file:
```
39
Properties=species:S:1:pos:R:3:forces:R:3
S 4.52826 -1.52499 0.84568 -0.18 0.38 -0.33
O -0.79596 3.54652 0.26962 -0.02 0.35 0.04
O 2.27335 0.18468 2.32643 0.15 -0.23 0.22
N -0.93720 1.30850 0.26983 -0.31 -0.17 -0.19
N -2.45275 -1.09965 -0.42810 -0.01 -0.02 0.00
N 2.01859 1.58398 0.54548 0.21 -0.56 0.45
N 2.28681 1.99544 -0.68600 -0.09 0.53 -0.79
C 2.60656 0.49832 1.19599 -0.13 0.19 -0.04
C -3.81764 -1.52848 -0.18131 0.00 -0.23 -0.04
C -3.86460 -2.93670 0.40107 -0.07 0.29 -0.07
C -0.49337 -0.02316 0.62407 0.12 -0.36 0.16
C -0.31322 2.46730 0.55071 0.40 -0.02 0.18
C 4.87878 -0.54573 -1.52391 0.07 -0.07 -0.03
C 5.30805 -1.52667 -0.69199 -0.18 0.03 0.30
C 3.87856 0.25709 -0.91978 -0.21 -0.29 0.93
C -2.34209 0.07779 -1.27775 0.14 0.24 -0.01
C -2.18188 1.36869 -0.47992 -0.22 0.10 -0.30
C 1.04413 2.38490 1.25842 -0.30 0.41 0.21
C -1.69955 -0.93750 0.80888 0.18 -0.15 0.05
C 3.58570 -0.15973 0.37483 0.41 -0.20 -0.47
C 3.16040 1.38208 -1.40805 -0.08 0.04 0.10
H 6.05466 -2.27056 -0.89073 0.16 -0.14 -0.08
H 0.15464 -0.43704 -0.16008 0.02 -0.03 0.09
H -3.02835 1.50208 0.20476 0.00 0.06 -0.08
H 0.94097 1.95945 2.26027 0.02 0.09 -0.18
H 3.31983 1.77570 -2.39901 0.00 0.08 -0.12
H 0.06660 -0.00022 1.56022 0.00 -0.04 -0.11
H -3.48478 -2.95765 1.41863 0.03 -0.06 0.13
H -3.22207 0.14887 -1.91820 0.04 -0.02 0.00
H 1.41028 3.41260 1.33295 -0.08 -0.18 -0.01
H -2.13974 2.24178 -1.13485 -0.07 -0.10 0.08
H -3.26558 -3.60616 -0.20986 0.07 -0.10 -0.06
H 5.24923 -0.38896 -2.52043 0.11 -0.02 -0.18
H -4.89115 -3.29399 0.41178 -0.09 -0.08 0.07
H -1.34510 -1.92003 1.13229 0.00 0.12 0.14
H -4.35278 -0.83654 0.49507 0.00 0.02 -0.07
H -1.46756 -0.04704 -1.92710 -0.10 0.14 -0.06
H -4.33766 -1.53246 -1.14231 -0.02 0.06 0.06
H -2.33234 -0.52251 1.61239 0.02 -0.02 0.01
```
Positions in Å, forces in eV/Å.

The value obtained for the frontier orbital gap is 0.31319 Ha. As for the SMILES: CCN1CCN(C(=O)Cn2ncc3ccsc3c2=O)CC1. Its HOMO energy is -0.31345 Ha. The value obtained for the LUMO energy is -0.01 eV.

DFT (ωB97M-V/def2-TZVPD) results for 2 unconnected molecules or ions with the total composition CH4N2O3.

XYZ file:
```
10
Properties=species:S:1:pos:R:3:forces:R:3
O 1.07105 -0.26794 -0.97327 0.44 -1.03 0.68
O -0.66591 -0.78897 0.87686 -2.15 -0.60 0.05
O -2.37389 -0.65183 -0.60285 -0.67 -1.80 -0.45
N 1.12922 -1.15470 -0.08367 0.51 0.80 -0.36
N -1.44853 -0.18092 0.02292 1.55 0.33 1.83
C -1.14412 1.08976 -0.10157 -0.93 2.67 -2.31
H -0.50419 1.64226 0.54629 0.43 -0.32 0.37
H 1.18262 -2.16759 -0.29132 -0.40 0.73 -0.30
H -1.76378 1.62358 -0.88503 0.96 -0.67 1.15
H 1.30070 -0.87892 0.89304 0.25 -0.09 -0.67
```
Positions in Å, forces in eV/Å.

The value obtained for the frontier orbital gap (spin up / spin down) is 0.25897 / 0.32772 Ha. Its HOMO energy (spin up / spin down) is -0.31937 / -0.34162 Ha. The value obtained for the LUMO energy (spin up / spin down) is -1.64 / -0.38 eV.

DFT (ωB97M-V/def2-TZVPD) results for a molecular structure, C24H28AsBrF4PPdSSi.

XYZ file:
```
62
Properties=species:S:1:pos:R:3:forces:R:3
Pd 0.93889 0.06851 -1.23692 0.26 -0.35 0.17
Br 2.12858 -2.54164 -1.53378 -0.01 -0.11 -0.03
As 2.15378 2.91375 -0.68201 0.31 0.49 0.17
S 3.14188 1.05072 -0.94580 -0.27 0.18 0.06
P 0.08198 -0.85521 0.70925 0.01 -0.16 -0.10
Si -0.51606 0.11619 -3.16817 -0.42 -0.15 -0.21
F 2.23886 -5.37981 -0.77185 -0.04 0.05 0.03
F -0.54928 -5.40519 2.97526 0.02 0.03 -0.03
F -0.97594 -2.79484 2.71598 0.05 0.02 -0.10
F 1.06387 -6.70809 1.23067 -0.01 0.06 -0.01
C -2.30099 0.52170 0.96698 -0.02 -0.01 0.00
C -1.05186 -1.68089 -3.21169 0.00 -0.11 -0.04
C -0.17332 -3.38862 1.82841 -0.06 0.06 0.08
C 0.85273 -5.41110 1.09568 0.00 -0.16 0.06
C 1.63785 0.80612 4.69027 0.00 0.00 0.00
C 3.27454 4.04259 0.39516 0.05 0.01 -0.04
C -3.66715 0.70949 0.82905 0.00 -0.02 -0.01
C 1.87777 3.86091 -2.32661 -0.02 -0.05 -0.01
C -1.72086 -0.70718 0.64172 0.01 0.08 0.05
C 0.28885 0.49376 4.58178 -0.02 0.00 0.00
C -2.52670 -1.73760 0.16561 -0.02 -0.01 -0.05
C 0.16195 0.57354 -4.83637 0.22 0.10 -0.07
C 1.23388 -3.35528 -0.08663 0.00 0.11 -0.05
C 2.48880 0.60925 3.61027 -0.04 -0.01 -0.01
C 1.45165 -4.71135 0.06352 0.09 -0.08 -0.09
C 1.98621 0.11063 2.41744 -0.03 -0.01 0.08
C 0.40767 -2.65651 0.79890 -0.05 0.03 0.05
C -1.98403 1.19810 -2.78002 -0.09 0.16 0.08
C -0.21872 -0.01690 3.39584 -0.01 0.00 0.05
C -4.46515 -0.32408 0.35447 0.00 -0.02 0.00
C 0.46415 2.99325 0.23306 0.05 -0.08 0.04
C -3.89374 -1.54473 0.02354 0.01 0.00 0.00
C 0.63063 -0.20846 2.30826 0.09 0.10 -0.05
C 0.03243 -4.74542 1.98522 -0.04 -0.11 0.10
H -2.04913 -1.73689 -3.66417 0.07 -0.03 0.00
H 0.23944 4.04539 0.41442 -0.01 -0.02 0.00
H -1.26787 -0.27504 3.32579 0.05 0.02 0.01
H 4.26594 4.06917 -0.04869 0.06 0.03 0.00
H -0.35800 -2.26719 -3.81806 -0.04 -0.02 0.04
H 3.33688 3.60973 1.39117 0.01 -0.01 0.03
H 1.14309 3.33082 -2.92771 -0.02 -0.03 -0.03
H -5.53317 -0.18141 0.24865 0.04 0.01 0.00
H -0.37241 0.63997 5.42633 0.02 0.00 -0.02
H 2.82069 3.91513 -2.86288 0.04 0.00 -0.04
H -0.59224 0.30230 -5.58369 0.06 0.03 -0.01
H -2.76838 0.97164 -3.51214 0.01 0.06 0.05
H -1.68797 1.32988 1.34750 0.00 0.00 -0.02
H -2.38466 1.00602 -1.78263 -0.04 0.01 -0.04
H -2.09556 -2.69698 -0.09642 -0.01 0.02 0.02
H 2.85983 5.04746 0.45051 -0.01 0.01 0.00
H 1.52000 4.86166 -2.09089 -0.02 0.03 -0.03
H -4.11012 1.66228 1.09027 0.02 -0.03 0.01
H 3.54207 0.84451 3.69514 -0.01 -0.01 0.00
H -1.74205 2.26097 -2.86545 -0.05 -0.03 0.03
H 0.36009 1.64384 -4.92468 0.00 -0.05 -0.04
H 2.02780 1.19971 5.62062 -0.02 -0.01 -0.02
H -1.10837 -2.13455 -2.22231 -0.04 -0.03 -0.02
H -4.51361 -2.35417 -0.34088 0.02 0.02 0.01
H 0.55472 2.46304 1.17977 -0.03 -0.02 0.02
H -0.30454 2.54154 -0.38851 -0.08 -0.04 -0.02
H 1.08129 0.03173 -5.06505 -0.04 0.03 -0.05
H 2.64312 -0.02618 1.56753 0.02 0.01 0.00
```
Positions in Å, forces in eV/Å.

The value obtained for the frontier orbital gap (spin up / spin down) is 0.27934 / 0.25303 Ha. As for the spin multiplicity: 3. Its HOMO energy (spin up / spin down) is -0.36854 / -0.42141 Ha. The charge is +1. The value obtained for the LUMO energy (spin up / spin down) is -2.43 / -4.58 eV. The expectation value of S² is 2.005.

Table of max |F| (eV Å⁻¹), in record order: 1.0 3.6 0.6
Table of electronic energy (eV), in record order: -35700.627 -10216.749 -198569.208